# 1
# CH3O2

A cluster of 2 separate species, CH3O2 in total at a distorted geometry (ωB97M-V/def2-TZVPD, OMol25).

XYZ file:
```
6
Properties=species:S:1:pos:R:3:forces:R:3
C 0.63385 -0.39820 0.13987 2.14 1.52 0.06
O -1.58709 -0.08091 0.11451 -0.21 -2.87 1.19
O -0.20741 0.41691 0.25327 -0.85 2.13 -0.19
H 2.67772 0.92468 -0.08020 -0.83 -0.64 0.15
H 0.60251 -1.41468 -0.08170 -0.06 -2.08 -0.36
H -2.11958 0.55219 -0.34575 -0.18 1.93 -0.85
```
Positions in Å, forces in eV/Å.

Output
HOMO energy (alpha / beta) = -16.827 / -17.789 eV
Net charge = +1
Lowest unoccupied orbital energy (alpha / beta) = -8.88 / -6.81 eV

---

# 2
# CH3O2S

A structure of composition CH3O2S (ωB97M-V/def2-TZVPD, OMol25).

XYZ file:
```
7
Properties=species:S:1:pos:R:3:forces:R:3
S 1.11494 1.82168 -0.21499 0.09 0.11 -0.56
H 0.94447 2.15863 1.05107 0.01 0.21 0.51
O -1.37033 -2.42875 0.05602 -0.06 0.12 -0.11
C -0.72292 -1.44018 -0.27082 0.33 -0.35 0.09
O -0.58978 -0.36696 0.40741 -0.36 0.52 0.32
H -0.13841 -1.48280 -1.21177 -0.02 0.15 -0.17
H 0.07944 0.59455 0.03076 0.00 -0.77 -0.08
```
Positions in Å, forces in eV/Å.

Output
HOMO energy = -4.217 eV
Net charge = -1
Lowest unoccupied orbital energy = 4.11 eV

---

# 3
# CH3O2S

The ion CH3O2S with charge -1 at a distorted geometry (ωB97M-V/def2-TZVPD, OMol25).

XYZ file:
```
7
Properties=species:S:1:pos:R:3:forces:R:3
C -0.79242 -0.05037 -0.67650 -1.82 -0.87 -0.59
O 1.71697 -1.01575 -0.15110 -4.95 3.65 2.00
O 1.05448 1.45828 0.22697 -0.02 1.57 0.53
S 0.49637 0.13604 0.25452 5.60 -4.73 -1.06
H -1.60195 0.68073 -0.53532 0.48 -0.22 -0.01
H -1.10006 -1.10851 -0.74439 0.17 0.61 -0.11
H 0.22661 -0.10041 1.62582 0.54 -0.02 -0.76
```
Positions in Å, forces in eV/Å.

Output
HOMO energy = -3.491 eV
Net charge = -1
Structure (SMILES) = C=[S@@H](=O)[O-]
Lowest unoccupied orbital energy = 4.14 eV

---

# 4
# CH3O2S2

The ion CH3O2S2 with charge -1 at a distorted geometry (ωB97M-V/def2-TZVPD, OMol25).

XYZ file:
```
8
Properties=species:S:1:pos:R:3:forces:R:3
C 0.38732 -0.08146 -0.77324 3.61 2.17 0.25
O -1.79587 0.56017 0.33837 1.11 0.05 1.28
O 0.38956 1.20396 1.52399 -1.47 -1.16 -0.49
S -0.34101 -1.68585 1.60398 -0.25 1.03 0.05
S -0.44221 0.18795 0.82280 0.66 0.08 -1.17
H -0.29432 -0.10962 -1.52723 -2.46 -1.10 -1.78
H 0.98674 0.82278 -1.22013 -0.75 -0.98 1.70
H 1.10980 -0.89793 -0.76855 -0.45 -0.09 0.17
```
Positions in Å, forces in eV/Å.

Output
HOMO energy = -3.983 eV
Net charge = -1
Structure (SMILES) = CS(=O)(=O)[S-]
Lowest unoccupied orbital energy = 3.84 eV

---

Ordered energy above the lowest of the compared OMol25 structures with the same formula, charge and spin results: 8.322, 0.229, 4.025, 0.800; unit eV.